Computed, not measured: 5 unconnected molecules or ions with the total composition C29H60NO14, with ωB97M-V/def2-TZVPD.

XYZ file:
```
104
Properties=species:S:1:pos:R:3:forces:R:3:mulliken_charge:R:1
C 5.879272 -2.367026 1.287490 -0.079 0.020 0.073 -1.127
O 6.171879 -1.438296 0.256753 0.051 0.077 0.029 -0.054
C 7.259838 -1.959153 -0.519173 0.095 -0.048 -0.077 -0.650
C 7.968599 -0.910352 -1.371568 -0.004 0.043 0.091 -0.942
C 7.106662 0.220558 -1.948615 0.036 -0.012 -0.048 0.377
C 7.058997 1.534678 -1.129035 -0.052 -0.192 -0.013 -1.036
C 5.640534 1.980617 -0.730238 0.064 0.034 -0.050 0.244
C 5.285484 1.886564 0.770613 0.161 -0.009 -0.029 -0.923
C 3.994013 1.126782 1.135746 -0.102 -0.015 0.022 -0.291
C 3.023918 0.906154 -0.014279 -0.030 -0.151 -0.012 -0.963
N 3.420064 -0.348753 -0.766796 -0.031 0.106 -0.005 0.707
C 2.755256 -1.570049 -0.236651 -0.066 -0.281 0.039 -0.644
C 3.345445 -2.807375 -0.956489 -0.134 0.036 0.037 -0.483
O 4.268951 -2.430433 -1.953505 0.074 0.100 0.002 -0.351
C 3.777998 -1.511422 -2.908612 -0.072 -0.025 -0.061 -0.667
C 3.112776 -0.298037 -2.225815 -0.084 -0.070 -0.024 -0.466
H 4.989548 -2.037744 1.821157 -0.026 0.095 0.026 0.291
H 6.705500 -2.433668 2.001120 -0.019 -0.002 -0.032 0.350
H 5.691359 -3.366652 0.877477 0.087 0.034 0.034 0.450
H 7.981800 -2.396095 0.179294 0.024 -0.018 -0.095 0.552
H 6.877478 -2.776570 -1.142866 -0.091 0.101 0.002 0.333
H 8.423674 -1.455013 -2.201816 0.056 -0.045 0.081 0.372
H 8.797005 -0.479487 -0.803890 -0.062 0.063 -0.009 0.219
H 6.091336 -0.156580 -2.123055 0.070 0.014 0.017 -0.697
H 7.502955 0.447952 -2.940328 -0.076 0.014 -0.005 0.691
H 7.509927 2.325425 -1.728744 0.071 -0.004 0.088 0.350
H 7.683830 1.432448 -0.239504 -0.027 0.063 -0.015 0.252
H 4.954646 1.393821 -1.346905 0.048 0.179 0.053 -0.396
H 5.480342 3.013693 -1.044454 0.012 -0.047 -0.049 0.553
H 6.106082 1.410081 1.308194 0.020 0.039 -0.047 0.419
H 5.221222 2.902281 1.162105 -0.037 -0.062 0.041 0.473
H 3.470304 1.634062 1.946560 -0.007 0.025 -0.067 0.512
H 4.254996 0.144581 1.530997 0.006 -0.091 0.114 -0.064
H 3.046867 1.725892 -0.729960 -0.115 -0.017 0.059 0.488
H 1.997100 0.756245 0.317301 0.022 0.014 -0.009 0.610
H 4.435581 -0.490935 -0.636531 0.078 -0.076 -0.031 -0.671
H 1.687591 -1.458504 -0.428094 0.024 0.049 0.015 0.426
H 2.902826 -1.635637 0.838749 0.072 0.142 0.005 0.498
H 3.911035 -3.405874 -0.245901 -0.095 -0.043 -0.115 0.227
H 2.534876 -3.420302 -1.363385 0.032 0.026 -0.057 0.384
H 3.072636 -1.982608 -3.600359 -0.009 -0.036 0.058 0.370
H 4.652067 -1.193692 -3.474613 -0.063 -0.027 -0.026 0.393
H 3.461472 0.647754 -2.635614 0.054 -0.045 0.022 0.396
H 2.024893 -0.326642 -2.302245 0.029 0.067 -0.029 0.452
C -4.673125 -0.094856 -0.507990 -0.032 -0.108 -0.048 -1.097
C -3.325822 -0.151951 0.171145 -0.076 0.112 0.072 -0.222
O -2.585059 -1.333430 -0.218019 -0.136 -0.077 -0.096 -0.359
C -1.988447 -1.271249 -1.396978 0.553 0.165 0.371 0.808
O -1.897888 -0.307551 -2.113650 -0.182 -0.003 -0.152 -0.566
O -1.375347 -2.444501 -1.617791 -0.137 -0.076 -0.090 -0.355
C -0.743100 -2.542575 -2.893518 0.146 -0.063 -0.002 -0.569
H -5.244126 -1.001772 -0.307981 -0.022 0.031 0.034 0.296
H -5.239777 0.753923 -0.125207 -0.001 0.008 0.006 0.376
H -4.564337 0.024202 -1.585351 0.023 0.027 0.005 0.343
H -3.430039 -0.249771 1.249292 0.012 -0.045 -0.008 0.310
H -2.723813 0.729003 -0.049224 0.015 -0.022 -0.037 0.304
H -0.104158 -1.677334 -3.071848 -0.031 0.015 -0.046 0.181
H -1.480645 -2.610690 -3.690844 -0.016 0.045 0.008 0.360
H -0.149510 -3.452665 -2.863205 -0.053 -0.028 0.008 0.225
C -8.098851 -4.470186 2.755772 0.001 -0.001 -0.066 -1.078
C -7.687396 -3.026646 2.935196 0.013 -0.021 0.117 -0.210
O -7.495967 -2.367152 1.666942 0.000 0.010 -0.038 -0.321
C -8.614929 -1.964832 1.064695 0.036 0.037 0.033 0.739
O -9.732121 -2.065492 1.499708 -0.026 -0.035 -0.032 -0.575
O -8.282644 -1.414760 -0.103591 0.038 -0.006 -0.024 -0.277
C -9.398695 -0.978938 -0.889039 -0.032 0.056 -0.070 -0.606
H -7.372764 -5.000410 2.138875 0.007 -0.007 0.020 0.287
H -8.149199 -4.960718 3.728168 -0.001 0.000 0.005 0.358
H -9.078683 -4.539777 2.286115 -0.004 0.014 0.014 0.310
H -6.718029 -2.950759 3.423856 0.006 0.012 -0.024 0.284
H -8.421015 -2.470179 3.516743 -0.017 -0.003 -0.026 0.318
H -10.044588 -0.322082 -0.311665 0.000 -0.013 0.016 0.243
H -9.969861 -1.837870 -1.238286 -0.023 0.005 0.029 0.289
H -8.977786 -0.444586 -1.735051 0.038 -0.019 0.012 0.228
C -12.927445 -0.612136 0.662986 0.005 0.056 0.078 -0.829
C -14.334905 -0.609738 0.112125 0.044 -0.108 -0.071 -0.380
O -15.150909 0.396243 0.740616 0.103 0.039 0.106 -0.346
C -14.974831 1.634925 0.287165 -0.375 -0.095 -0.307 0.784
O -14.250829 1.965547 -0.617389 0.169 0.044 0.099 -0.561
O -15.796630 2.443121 0.954745 0.072 0.020 0.088 -0.335
C -15.752355 3.811123 0.536823 0.000 0.040 0.030 -0.630
H -12.939543 -0.734039 1.746146 0.007 -0.035 -0.007 0.284
H -12.356650 -1.438078 0.238299 -0.003 -0.015 0.010 0.284
H -12.417438 0.320998 0.425481 -0.017 0.002 -0.031 0.285
H -14.844765 -1.545418 0.332133 -0.023 0.026 0.031 0.312
H -14.343817 -0.450712 -0.965779 0.006 0.038 0.011 0.334
H -15.935094 3.892436 -0.532468 0.009 -0.013 -0.004 0.297
H -14.783438 4.248133 0.772880 0.004 0.000 -0.025 0.291
H -16.536768 4.312135 1.095122 0.005 -0.011 0.011 0.217
C 11.528693 5.489334 2.840296 -0.004 0.004 -0.070 -1.098
C 10.461214 4.434581 3.017712 0.009 0.021 0.125 -0.205
O 9.896124 4.033358 1.749821 -0.011 -0.022 -0.038 -0.358
C 10.627340 3.169702 1.052587 -0.034 0.057 0.008 0.787
O 11.658147 2.657376 1.398430 0.027 -0.016 0.000 -0.554
O 10.009616 2.949899 -0.115021 -0.007 -0.033 -0.011 -0.300
C 10.714287 2.064640 -0.989928 -0.028 -0.065 -0.069 -0.721
H 11.132546 6.345851 2.294605 -0.002 0.008 0.022 0.297
H 11.870221 5.831409 3.817342 0.002 -0.001 0.006 0.362
H 12.385248 5.090545 2.299051 -0.001 -0.015 0.014 0.317
H 9.611573 4.822019 3.575872 -0.013 -0.005 -0.027 0.286
H 10.848093 3.552781 3.526489 0.014 -0.005 -0.028 0.324
H 10.960841 1.133543 -0.482724 0.026 0.013 0.017 0.306
H 11.628992 2.529437 -1.353060 0.015 0.004 0.041 0.389
H 10.041570 1.873902 -1.822145 -0.005 0.032 0.000 0.173
```
Positions in Å, forces in eV/Å.

Output
HOMO level, eV: -11.636
Total charge: +1
Calculated total energy, Ha: -2248.8806
Frontier orbital gap, eV: 9.63